A structure of composition C35H38N4Sr at a distorted geometry, computed with ωB97M-V/def2-TZVPD.

## Properties
LUMO level (alpha / beta): 3.96 / 3.96 eV
HOMO energy (alpha / beta): 0.878 / 2.285 eV
Total charge: -2
Kohn-Sham gap (alpha / beta): 3.082 / 1.678 eV

Positions of all 78 atoms, in Å:
Sr 0.5037 -0.1615 -0.4111
N 1.2347 1.6873 -1.9783
N -1.8392 0.5531 -2.3988
C -0.5265 -0.5597 2.1375
C -0.9766 0.7531 1.8202
C 0.1527 1.6112 1.7607
C 0.1455 3.0513 1.3935
H -0.8810 3.4311 1.3083
H 0.6486 3.2360 0.4292
H 0.6647 3.6564 2.1524
C 1.3057 0.8411 2.0739
C 2.6991 1.3528 2.1127
H 2.9337 1.8251 3.0799
H 2.8684 2.1170 1.3382
H 3.4338 0.5516 1.9530
C 0.8857 -0.4977 2.3204
C 1.7753 -1.6313 2.6723
H 2.6613 -1.6769 2.0211
H 1.2446 -2.5873 2.5846
H 2.1351 -1.5503 3.7087
C -2.3801 1.1548 1.5586
H -2.5569 2.1989 1.8600
H -3.0818 0.5067 2.1020
H -2.6123 1.0509 0.4783
C -1.3656 -1.7823 2.2470
H -1.0805 -2.5639 1.5206
H -2.4261 -1.5599 2.0718
H -1.2788 -2.2312 3.2498
C 2.4847 1.8602 -2.4632
H 3.2935 1.7851 -1.7254
C 2.7375 2.0909 -3.8180
H 3.7694 2.2167 -4.1384
C 1.6578 2.1724 -4.7063
H 1.8379 2.3264 -5.7693
C 0.3623 2.0487 -4.2212
H -0.5186 2.0995 -4.8614
C 0.1614 1.8450 -2.8263
C -1.1267 1.7174 -2.2038
H -1.2949 2.2123 -1.2423
C -2.2471 -0.2254 -1.3169
C -2.1374 -0.0982 -3.6233
H -1.9063 0.3275 -4.5804
C -2.6710 -1.2814 -3.2956
H -3.0642 -2.0718 -3.9056
N -2.7088 -1.3660 -1.8953
C -3.1051 -2.5159 -1.1387
C -4.1656 -2.4032 -0.2249
C -4.5170 -3.5186 0.5515
H -5.3653 -3.4400 1.2361
C -3.8185 -4.7239 0.4510
C -4.2107 -5.9196 1.2708
H -3.5043 -6.1193 2.0874
H -4.2421 -6.8182 0.6455
H -5.2009 -5.7775 1.7115
C -2.7286 -4.7854 -0.4199
H -2.1474 -5.7060 -0.4891
C -2.3698 -3.7049 -1.2356
C -1.1618 -3.8101 -2.1129
H -1.3395 -3.4609 -3.1382
H -0.8678 -4.8656 -2.1591
H -0.2937 -3.2610 -1.7068
C -4.9283 -1.1266 -0.1017
H -5.5962 -0.9554 -0.9613
H -4.2428 -0.2722 -0.0244
H -5.5514 -1.1636 0.8022
N 2.7584 -1.2293 -0.9410
C 3.9208 -1.0474 -0.8830
C 5.3149 -0.8045 -0.8050
C 6.2270 -1.7988 -1.2005
C 7.6011 -1.5679 -1.0922
C 8.0561 -0.3382 -0.5979
C 7.1585 0.6619 -0.2210
C 5.7843 0.4342 -0.3206
H 5.8469 -2.7513 -1.5886
H 8.3037 -2.3467 -1.3917
H 9.1291 -0.1584 -0.5058
H 7.5112 1.6266 0.1548
H 5.0618 1.2072 -0.0274